Entry 1:
22
Properties=species:S:1:pos:R:3 method="wB97M-V/def2-TZVPD" spin_multiplicity=2 total_energy_ev=-30132.0207 charge=+1 largest_force_ev_per_a=1.5 homo_lumo_gap_ev="10.7 / 6.9" s2=0.755
H -3.07 -0.59 0.34
H 2.35 0.33 2.80
H 3.18 -0.20 -2.22
C -2.44 0.21 -0.04
O 2.28 0.04 -2.00
H 1.67 0.02 1.18
H -0.83 -0.40 1.30
H -3.13 0.99 -0.33
C 2.12 0.77 1.83
H 2.94 1.07 1.17
H -0.83 -0.96 -0.82
S -0.46 1.88 0.68
S 1.07 2.24 1.90
H -2.10 -0.90 -2.03
H -1.23 0.48 -1.81
H -2.05 0.59 2.06
H 1.11 -1.42 -0.63
O 0.87 -2.29 -0.28
H 1.75 0.27 -2.77
C -1.64 -0.35 -1.21
C -1.49 0.45 1.14
H -0.08 -2.22 -0.26

***

Entry 2:
21
Properties=species:S:1:pos:R:3 method="wB97M-V/def2-TZVPD" spin_multiplicity=2 total_energy_ev=-10507.1797 charge=+1 largest_force_ev_per_a=6.3 homo_lumo_gap_ev="10.5 / 5.5" s2=0.754
O -0.51 0.66 2.21
H -2.56 -0.60 0.01
H 3.16 1.37 0.04
H -2.18 1.56 0.21
O -2.86 -0.65 0.92
H 2.22 0.40 1.22
H 0.33 -1.09 0.28
H 0.34 -1.76 -2.60
H -1.70 2.81 -0.62
C 2.63 0.42 0.14
H 3.34 -0.37 0.05
H -1.24 0.11 1.98
H -0.20 0.24 2.99
C 0.13 -1.74 -1.53
H -0.58 -2.45 -1.18
H 2.13 0.23 -1.89
C 0.69 -0.92 -0.69
O -2.01 1.85 -0.67
H 0.85 1.08 -0.92
H -3.57 -1.37 0.99
C 1.61 0.22 -0.95

***

Entry 3:
22
Properties=species:S:1:pos:R:3 method="wB97M-V/def2-TZVPD" total_energy_ev=-21352.1093 charge=0 largest_force_ev_per_a=1.6 homo_lumo_gap_ev=9.4 smiles=OCCCCS.O.O
H 2.34 1.79 -0.96
S 0.55 -3.84 -0.51
C -0.04 -1.50 1.06
H -1.25 2.36 0.94
H -0.07 3.88 -1.28
O 2.34 1.15 -1.71
H -2.09 0.23 1.66
O -1.82 1.83 0.36
H 0.19 0.03 -0.44
C 1.05 -2.24 0.24
H 1.50 -1.67 -0.57
H 0.32 0.70 1.08
C -1.68 0.43 0.67
H -2.34 -0.01 -0.08
H 1.79 -2.57 0.96
H 0.39 -1.36 2.06
H -0.97 -2.05 1.07
H -0.78 -3.93 -0.46
O -0.05 2.98 -1.57
C -0.25 -0.07 0.55
H -0.65 2.49 -0.96
H 1.50 1.35 -2.11

***

Entry 4:
22
Properties=species:S:1:pos:R:3 method="wB97M-V/def2-TZVPD" spin_multiplicity=2 total_energy_ev=-12563.5345 charge=-1 largest_force_ev_per_a=2.4 homo_lumo_gap_ev="3.5 / 9.5" s2=0.750
O -1.08 1.64 -0.49
H 1.26 -0.43 -0.64
H 0.18 -1.12 1.43
H -0.98 2.17 1.56
H 0.04 -2.99 -0.68
H -0.20 -0.89 3.54
O -0.37 2.28 2.32
H 1.28 0.36 -3.99
C 0.50 -0.93 -1.20
H -0.09 0.60 2.93
H -1.94 1.56 -0.03
H 0.16 1.47 -3.23
H -1.04 2.58 -0.75
C 0.84 0.64 -3.03
C 0.13 -0.56 -2.41
O 0.33 -0.28 3.01
H 0.46 2.27 1.81
O 0.33 -1.97 0.98
H -1.26 -1.87 -0.33
H -0.61 -0.97 -3.09
C -0.18 -1.97 -0.35
H 1.58 0.97 -2.31

***

Entry 5:
22
Properties=species:S:1:pos:R:3 method="wB97M-V/def2-TZVPD" total_energy_ev=-12563.2243 charge=0 largest_force_ev_per_a=4.4 homo_lumo_gap_ev=10.7 smiles="CC(C)C=O.O.O.O"
H -1.37 -0.51 1.94
H 1.17 0.77 -1.04
H 1.06 -2.60 -2.18
H -1.85 3.14 -0.22
H -0.08 0.00 -2.10
H -1.46 1.92 -0.59
H 0.80 -3.47 -0.76
O 2.03 2.74 0.22
O -2.08 0.28 1.89
C 0.90 -1.30 -0.61
H 1.88 -1.36 -0.02
H -0.60 -2.83 -1.26
C 0.86 -0.21 -1.60
H 1.18 3.02 -0.17
H 1.59 -0.37 -2.49
H 2.13 3.33 0.92
C 0.47 -2.65 -1.31
O -0.45 -1.69 1.37
O -1.00 2.68 -0.25
C -0.33 -1.22 0.26
H -1.06 -0.52 -0.15
H -2.82 -0.35 1.80

***

Entry 6:
20
Properties=species:S:1:pos:R:3 method="wB97M-V/def2-TZVPD" total_energy_ev=-20125.8621 charge=0 largest_force_ev_per_a=3.3 homo_lumo_gap_ev="7.7 / 6.0"
H 1.39 0.60 -1.70
C -3.07 -1.64 -0.47
H 4.61 0.59 0.70
Si 2.72 -0.77 -0.07
H -2.90 2.44 1.10
H 0.91 0.87 -0.13
H 3.40 -1.38 -1.39
H -2.57 -1.91 -1.37
H -4.40 1.26 1.52
C 4.32 -0.49 0.95
H -2.94 -2.51 0.19
H 4.96 -1.23 0.49
H 4.40 -0.54 2.03
H -4.16 1.80 -0.10
Si -2.32 0.05 0.17
C -3.50 1.44 0.81
H -1.00 0.43 -0.51
H 2.39 1.68 -0.77
H -4.12 -1.42 -0.73
C 1.87 0.74 -0.70